{"formula": "C48H43CdN10O5S5", "method": "ωB97M-V/def2-TZVPD", "de_lowest_kcal_mol": 158.1, "total_charge": -1, "elements": ["Cd", "S", "S", "S", "S", "S", "O", "O", "O", "O", "O", "N", "N", "N", "N", "N", "N", "N", "N", "N", "N", "C", "C", "C", "C", "C", "C", "C", "C", "C", "C", "C", "C", "C", "C", "C", "C", "C", "C", "C", "C", "C", "C", "C", "C", "C", "C", "C", "C", "C", "C", "C", "C", "C", "C", "C", "C", "C", "C", "C", "C", "C", "C", "C", "C", "C", "C", "C", "C", "H", "H", "H", "H", "H", "H", "H", "H", "H", "H", "H", "H", "H", "H", "H", "H", "H", "H", "H", "H", "H", "H", "H", "H", "H", "H", "H", "H", "H", "H", "H", "H", "H", "H", "H", "H", "H", "H", "H", "H", "H", "H", "H"], "positions_angstrom": [[-0.0841, -0.7002, -0.9587], [-0.8938, -1.9448, 0.8813], [4.3235, -0.4615, -0.8981], [-0.2790, 1.5834, 4.6731], [0.0969, -0.6883, 2.8279], [2.7879, -1.2879, -3.6472], [1.0353, -7.1437, 4.5279], [3.2789, -2.5908, -3.2561], [-0.3541, -0.9540, 5.4076], [1.8756, -1.2789, -4.7680], [3.0865, -6.7364, 3.8058], [-3.6048, 0.4087, -0.3295], [-1.9654, -1.5161, -2.5125], [-0.4866, 0.7742, -2.9796], [-2.3343, 1.0694, -0.1055], [-1.9428, 4.8813, 3.4979], [1.9428, 0.3350, -0.3214], [0.1716, -3.2328, -1.8871], [-2.6157, 5.8430, 1.5994], [7.6524, 1.9124, -4.8338], [2.0504, -0.5155, -2.4450], [5.2462, 1.7231, -4.8236], [-2.1619, 6.1971, 3.8004], [-2.0987, 3.4649, 0.0337], [-2.4328, 2.2834, 2.1206], [4.0073, 0.2253, 0.6756], [-0.0496, -0.0452, 4.4636], [-4.4324, -0.8221, 1.6775], [2.3585, -3.9581, 3.3786], [-4.6048, -1.6951, -0.5728], [-0.7143, 0.0031, -4.0341], [6.6057, -0.0589, -3.9415], [-2.6010, 6.7876, 2.5862], [1.9235, -2.6759, 3.1130], [-1.1797, -0.5286, 6.4707], [-2.2328, 4.7248, 2.1676], [-2.4470, 8.2621, 4.9187], [-0.3541, 0.3996, -5.3211], [1.4408, -4.9537, 3.7280], [-1.2680, -5.1129, -1.5988], [-1.0378, -3.7728, -1.8983], [0.5712, -2.3624, 3.1971], [2.6164, -0.2108, -1.3071], [-2.2391, 2.3414, -0.6767], [-2.0692, 6.9335, 4.9710], [0.3289, 1.5874, -5.4951], [-2.8974, 8.8461, 3.7324], [-1.2974, -1.3637, -3.7986], [6.5069, 1.2077, -4.5172], [5.4710, -0.8097, -3.7254], [-0.3540, -3.3410, 3.5490], [-2.5542, 1.0068, 1.3712], [-3.2243, -0.7549, -2.4634], [0.0786, -4.6194, 3.8059], [1.8077, -6.3442, 4.0571], [0.1556, 1.9232, -3.1443], [-3.9765, 0.4775, 1.0950], [1.2039, -4.0058, -1.5757], [4.1116, 0.9698, -4.5906], [2.7099, 0.5767, 0.7740], [-2.9750, 8.1274, 2.5575], [-3.8073, -0.7168, -1.0734], [-2.2120, 3.4457, 1.4858], [-0.1926, -5.9195, -1.2861], [-4.8264, -1.7916, 0.8506], [0.6008, 2.3657, -4.3773], [1.0720, -5.3527, -1.2773], [-2.2273, -2.9105, -2.2008], [4.2309, -0.3004, -4.0605], [7.5756, -0.4301, -3.6476], [-1.5556, 4.1676, 4.0959], [-0.5655, -0.2431, -6.1599], [8.4889, 1.6203, -4.3544], [2.1716, -3.5231, -1.6039], [-1.1930, -1.3362, 7.1969], [-0.7809, 0.3805, 6.9258], [-1.7225, 6.4842, 5.8892], [-3.0085, 0.2617, -2.7961], [-0.3400, -6.9627, -1.0445], [1.9402, -5.9510, -1.0541], [7.5499, 2.9098, -4.9209], [-2.2778, -5.4953, -1.5857], [-1.9610, -1.6382, -4.6391], [-2.1918, -0.3256, 6.1079], [-2.8283, -2.9233, -1.2857], [2.6298, -1.9048, 2.8391], [0.3126, 2.5079, -2.2437], [-5.2200, -2.7235, 1.2288], [5.1691, 2.7233, -5.2255], [-0.4243, -2.0303, -3.8139], [-2.2438, 2.3501, -1.7580], [-1.4020, -3.0906, 3.5818], [2.2433, 1.0098, 1.6419], [1.1453, 3.2945, -4.4602], [-3.9659, -1.1982, -3.1545], [0.6665, 1.8909, -6.4782], [3.4254, -4.1576, 3.3401], [-4.7469, 1.2608, 1.2299], [-0.6155, -5.4065, 4.0699], [-1.9421, 4.4216, -0.4377], [3.1266, 1.3486, -4.8128], [-3.3178, 8.5826, 1.6411], [-2.8196, -3.3904, -3.0026], [-2.5865, 2.2288, 3.1884], [-2.4104, 8.8637, 5.8180], [3.5945, -6.0320, 3.3826], [4.7866, 0.3179, 1.4047], [5.5122, -1.7919, -3.2823], [-4.4331, -0.9124, 2.7534], [-1.9159, 0.2229, 1.7970], [-4.9882, -2.4757, -1.2108], [-3.2017, 9.8853, 3.7400]]}

{"formula": "C48H43Cl2F4N10O2RbS2", "method": "ωB97M-V/def2-TZVPD", "de_lowest_kcal_mol": 0.0, "total_charge": -2, "elements": ["Rb", "Cl", "Cl", "S", "S", "F", "F", "F", "F", "O", "O", "N", "N", "N", "N", "N", "N", "N", "N", "N", "N", "C", "C", "C", "C", "C", "C", "C", "C", "C", "C", "C", "C", "C", "C", "C", "C", "C", "C", "C", "C", "C", "C", "C", "C", "C", "C", "C", "C", "C", "C", "C", "C", "C", "C", "C", "C", "C", "C", "C", "C", "C", "C", "C", "C", "C", "C", "C", "C", "H", "H", "H", "H", "H", "H", "H", "H", "H", "H", "H", "H", "H", "H", "H", "H", "H", "H", "H", "H", "H", "H", "H", "H", "H", "H", "H", "H", "H", "H", "H", "H", "H", "H", "H", "H", "H", "H", "H", "H", "H", "H", "H"], "positions_angstrom": [[-0.7938, 1.3337, 0.7086], [-3.2465, -0.4849, 0.5930], [3.3008, -2.9562, -5.2543], [-2.7548, -2.2513, -2.8495], [-0.1622, -1.5557, -1.6825], [-1.0436, 8.8753, 3.5252], [1.8621, 4.7007, 5.3610], [-1.1837, 6.5854, 2.2813], [2.1094, 7.0097, 6.5524], [2.6009, -6.1685, 2.7208], [-3.3504, 1.6120, -0.9130], [2.7868, -1.6463, 2.5342], [-0.9559, 1.1920, -2.6354], [2.1474, 2.5702, 2.7353], [-1.3939, -0.0283, 3.6595], [-1.9081, 0.2082, -2.8356], [1.0139, -0.6996, 1.5383], [-1.9310, 3.2641, 2.1093], [1.9514, 9.7734, 7.9737], [1.9065, -2.6059, 2.1405], [-0.5231, 11.5306, 5.0440], [-0.3382, 1.5696, 5.4336], [2.2187, -0.5305, 2.1433], [-2.4215, -0.1183, -7.2282], [4.8147, -4.3293, -1.8283], [3.4603, -2.4340, -1.2973], [4.2823, -3.4698, -0.8703], [1.5506, -5.6053, 0.6132], [-1.5369, -0.9849, -2.4878], [0.2256, 4.2272, 3.0819], [-3.4566, -2.4800, -6.2370], [-4.2162, 0.7597, -0.2230], [0.6353, 9.3691, 5.8058], [-0.9307, 0.6687, 4.4456], [-3.4182, -1.3580, -5.4135], [2.0956, -3.9685, 2.6183], [-2.9006, -0.1728, -5.9272], [-0.9690, 3.7550, 2.5408], [-0.4663, 3.5361, -2.6548], [-5.5812, 3.1557, -3.3866], [0.5448, 8.1003, 5.1216], [-0.3636, 6.6603, 3.3535], [-3.2967, 3.3813, -4.0619], [2.5630, -5.1354, 1.7028], [-3.9197, -1.4404, -3.9995], [3.1452, -2.2686, -2.6390], [0.8512, -2.0046, 1.5662], [-3.8258, 2.2354, -2.0315], [1.3013, 3.3431, 2.9268], [4.5245, -4.1736, -3.1731], [-0.2805, 7.8723, 4.0092], [-2.4566, -1.2440, -8.0375], [1.5837, -4.7258, -0.6357], [4.0209, -4.9934, 1.1959], [3.6849, -3.1426, -3.5636], [-4.6472, 3.6156, -4.2957], [1.3774, 9.5562, 6.9913], [4.5669, -3.6887, 0.5920], [0.3440, 5.5294, 3.7449], [0.1234, -5.6444, 1.1774], [-2.8649, 2.6749, -2.9502], [1.0472, 1.1027, 5.8807], [-5.1748, 2.4739, -2.2445], [1.8882, -7.0363, 0.1655], [-2.9808, -2.4279, -7.5373], [1.2658, 6.9562, 5.4991], [1.1551, 5.7399, 4.8565], [-0.0173, 10.5365, 5.3566], [-1.4169, 2.3805, -2.7406], [2.4601, -1.4920, -2.9483], [0.0864, -6.1683, 2.1337], [1.7474, 1.1529, 5.0492], [2.9428, -6.9674, 2.3075], [-0.0001, -2.5290, 1.1693], [-4.7531, 1.3005, 0.5576], [1.4110, 1.7571, 6.6714], [3.0145, -1.7648, -0.5715], [-4.8945, 0.2420, -0.9030], [-0.2999, -4.6510, 1.3065], [-3.0123, -3.3138, -8.1596], [-0.5237, -6.1675, 0.4722], [1.2566, -7.2881, -0.6873], [5.4643, -5.1409, -1.5189], [2.9230, -7.1410, -0.1655], [-2.0089, 0.8084, -7.6070], [0.5431, 3.1612, -2.4935], [-4.1632, -0.4537, -3.6086], [-0.2826, 2.5580, 4.9736], [-2.8622, 0.6986, -5.2897], [-4.9610, 4.1523, -5.1809], [-6.6358, 3.3372, -3.5478], [5.6535, -3.7241, 0.7248], [4.2313, -2.8316, 1.1632], [-0.4802, 4.1239, -3.5760], [1.5566, -3.6662, -0.4127], [2.6556, 0.4400, 2.3217], [-5.9106, 2.1548, -1.5197], [1.1729, -4.2919, 3.0978], [-2.0737, -1.2019, -9.0496], [4.2168, -5.8079, 0.4912], [2.8457, -3.8801, 3.4036], [-3.8499, -3.4103, -5.8429], [-1.0274, 1.6396, 6.2781], [2.4742, -4.9154, -1.2368], [-2.5596, 3.7286, -4.7758], [-0.7397, 4.2147, -1.8429], [1.0137, 0.0798, 6.2581], [0.7116, -4.9267, -1.2574], [4.9373, -4.8432, -3.9151], [4.6257, -5.2078, 2.0810], [1.6836, -7.7763, 0.9430], [-4.8113, -2.0696, -3.9580]]}

{"formula": "C48H43Cl2F4N10O2RbS2", "method": "ωB97M-V/def2-TZVPD", "de_lowest_kcal_mol": 34.1, "total_charge": -2, "elements": ["Rb", "Cl", "Cl", "S", "S", "F", "F", "F", "F", "O", "O", "N", "N", "N", "N", "N", "N", "N", "N", "N", "N", "C", "C", "C", "C", "C", "C", "C", "C", "C", "C", "C", "C", "C", "C", "C", "C", "C", "C", "C", "C", "C", "C", "C", "C", "C", "C", "C", "C", "C", "C", "C", "C", "C", "C", "C", "C", "C", "C", "C", "C", "C", "C", "C", "C", "C", "C", "C", "C", "H", "H", "H", "H", "H", "H", "H", "H", "H", "H", "H", "H", "H", "H", "H", "H", "H", "H", "H", "H", "H", "H", "H", "H", "H", "H", "H", "H", "H", "H", "H", "H", "H", "H", "H", "H", "H", "H", "H", "H", "H", "H", "H"], "positions_angstrom": [[0.6858, -0.1790, 0.2880], [-1.7700, 0.6619, 1.8637], [-7.4149, -0.4808, 3.5167], [0.7429, 2.3318, -1.6728], [3.3268, 2.6072, -2.9898], [-8.0016, -1.4610, -3.6172], [-5.3652, -1.5896, -3.5040], [-5.3485, 1.2018, 0.3226], [-7.9963, 1.3813, 0.2283], [2.9823, -0.6582, 0.8100], [-0.2272, -0.4861, 8.4578], [-2.5177, 1.6445, -0.4926], [-2.4358, -2.1965, -2.4748], [-11.1320, 1.0797, -0.0335], [0.2139, -1.6861, 2.8310], [-0.1677, -2.8886, 4.6593], [2.4253, 0.2802, -2.3647], [0.1490, -1.6317, 5.0078], [1.6341, -0.7931, -2.1466], [-11.0547, -1.3073, -3.3456], [1.1034, 2.7130, 2.1471], [-0.1257, -2.8783, 3.3494], [1.3783, -3.1068, -1.6764], [-3.8101, -1.9929, 4.3136], [-7.3811, 0.6116, -0.7028], [-6.0103, -0.8717, -2.5578], [1.9053, 3.1083, 1.4297], [6.1682, -2.0570, -0.1393], [-3.1190, 0.6825, -0.8869], [4.5282, 1.4557, -3.7672], [-5.2624, -0.2144, -1.5761], [-1.9875, 2.0275, 0.7329], [-2.2077, 0.6263, 5.4058], [-9.5706, -0.0684, -1.6859], [-4.9316, -1.6645, 6.3968], [-8.1621, -0.0787, -1.6665], [2.1919, -1.8442, -1.6745], [-3.7973, -2.0706, 5.7010], [-6.0091, 0.5392, -0.6615], [2.9856, -0.5692, -6.5582], [-4.9089, -1.4925, 3.6374], [-0.2475, 1.6604, 6.5633], [-2.6139, -2.6465, 6.4274], [0.2875, -1.2824, 6.3915], [3.8608, -1.2642, 0.1237], [2.0782, 1.4987, -2.2906], [-6.0396, -1.1686, 5.7340], [-10.3381, -0.7635, -2.6214], [4.1729, 1.8968, -6.2020], [3.4595, -0.2073, -5.3094], [-1.9849, -1.7703, 7.5236], [-3.8010, -0.2535, -1.5269], [4.2589, 2.9035, 0.8623], [4.5537, -2.5953, -1.8137], [3.7033, 1.5315, -7.4492], [-2.3891, 1.3148, 7.7621], [4.0567, 1.0347, -5.1168], [3.5693, -1.9097, -1.1289], [-6.0240, -1.0832, 4.3507], [2.9318, 3.5979, 0.5595], [-0.9057, -0.6974, 7.2085], [5.8573, -2.6707, -1.3443], [-7.3832, -0.8014, -2.6073], [3.1034, 0.2962, -7.6319], [-10.3782, 0.5870, -0.7569], [0.3941, -0.9288, 3.8865], [-1.4348, 0.6966, 6.7216], [-3.0571, -1.3146, -2.0824], [5.2066, -1.3806, 0.5686], [1.3166, -3.5168, -0.6662], [-1.8568, -2.9581, 5.7117], [2.6136, 3.3707, -0.4655], [-1.4729, -2.4585, 8.2056], [4.1076, 1.8255, 0.8546], [4.9849, 3.1651, 0.0952], [-2.6687, 2.7350, 1.2141], [0.3809, -2.9048, -2.0682], [-4.9618, -1.7403, 7.4766], [-0.8809, -0.2111, 9.1087], [1.1127, -0.5756, 6.4939], [-3.2653, 0.6916, 7.9254], [-6.9170, -0.8590, 6.2828], [7.1803, -2.1203, 0.2517], [5.4558, 2.0272, -3.8188], [-2.2606, 1.6162, 4.9606], [-0.6154, 2.6809, 6.4908], [5.4430, -0.9215, 1.5214], [3.3609, -0.8813, -4.4721], [0.4208, 1.5971, 7.4202], [-1.0054, 2.4724, 0.5709], [4.6178, 0.6113, -3.0846], [0.3123, 1.4557, 5.6570], [2.7313, 0.0136, -8.6078], [-2.7843, -1.2901, 8.0929], [6.6124, -3.2103, -1.9032], [-0.3497, -3.7405, 2.7558], [2.5129, -1.5317, -6.6945], [-2.9647, -3.5570, 6.9256], [-4.8989, -1.4219, 2.5636], [0.5755, -2.1989, 6.9157], [1.8653, -3.8524, -2.3077], [-1.9005, 1.5023, 8.7174], [4.6356, 3.2080, 1.8399], [3.7981, 2.2154, -8.2814], [4.6316, 2.8663, -6.0582], [4.3083, -3.0713, -2.7595], [0.7041, 0.0943, 3.8628], [-2.9478, -2.3177, 3.7514], [-2.7410, 2.2719, 7.3825], [-1.7392, -0.0314, 4.6866], [-3.2228, 0.2828, 5.5710], [3.0153, 4.6866, 0.6500]]}

{"formula": "C48H44BrLuN6O8PS", "method": "ωB97M-V/def2-TZVPD", "de_lowest_kcal_mol": 34.5, "total_charge": 1, "elements": ["Lu", "Br", "S", "P", "O", "O", "O", "O", "O", "O", "O", "O", "N", "N", "N", "N", "N", "N", "C", "C", "C", "C", "C", "C", "C", "C", "C", "C", "C", "C", "C", "C", "C", "C", "C", "C", "C", "C", "C", "C", "C", "C", "C", "C", "C", "C", "C", "C", "C", "C", "C", "C", "C", "C", "C", "C", "C", "C", "C", "C", "C", "C", "C", "C", "C", "C", "H", "H", "H", "H", "H", "H", "H", "H", "H", "H", "H", "H", "H", "H", "H", "H", "H", "H", "H", "H", "H", "H", "H", "H", "H", "H", "H", "H", "H", "H", "H", "H", "H", "H", "H", "H", "H", "H", "H", "H", "H", "H", "H", "H"], "positions_angstrom": [[0.3865, -0.9929, 0.1735], [2.5921, -7.5019, 2.7806], [1.5143, 0.3668, 2.5708], [1.3950, 4.0982, -2.1249], [1.4616, -0.3312, 3.8328], [-1.6028, -0.1379, 0.2138], [-7.0844, -4.4299, -2.2740], [-2.9436, -0.9694, 1.9395], [2.1850, -0.3670, 1.4150], [-4.3045, -3.0319, 0.4842], [1.9636, -2.8756, 0.3411], [-0.3270, -2.4250, 1.6489], [0.2764, 1.3903, -1.2449], [-0.7562, -2.5347, -1.3044], [0.1318, 0.5950, 1.8786], [-1.9589, -4.9009, 4.4686], [-5.1694, -4.5849, -0.8496], [-2.6667, -3.6189, 2.8082], [2.0798, 1.3826, -5.0286], [2.2883, 2.4159, -4.1469], [2.5066, 1.8192, 2.7565], [-4.1160, -5.0351, 5.7928], [1.7408, -5.8017, 2.5855], [-1.2168, 0.6926, 2.4890], [-5.0264, -3.3181, 3.6980], [1.9240, 3.0399, 3.0807], [3.6194, 7.3608, -3.3951], [2.2658, -4.9107, 1.6286], [-4.1084, -3.7594, -0.4782], [-1.1351, -4.1602, -3.0008], [3.8578, 1.6753, 2.6932], [-1.6397, -4.3308, 3.2433], [4.9428, 6.9434, -3.2747], [4.1542, 4.7851, -2.6299], [-5.6531, -4.6647, -2.2694], [-3.3135, -4.7005, 4.7508], [-2.0489, -2.6984, -0.8832], [-0.9296, 5.4786, -2.1515], [1.2317, 0.3126, -4.6353], [5.2021, 5.5957, -2.9691], [-2.0429, -0.2640, 1.4983], [-1.9838, 6.1111, -2.8104], [0.3104, -3.4976, 1.9155], [-0.3114, -3.2357, -2.3142], [1.6121, -3.7489, 1.3469], [-1.0269, 5.5677, -4.9854], [2.7868, 5.2172, -2.6665], [-2.8865, -3.6531, -1.4046], [1.6159, 2.4834, -2.9310], [4.1427, 3.9569, 3.3441], [-5.4762, -4.6485, 5.7235], [-2.3452, -4.4464, -2.4927], [0.8016, 1.3969, -2.5461], [0.4272, -5.7070, 3.0218], [-0.2860, -4.5304, 2.7299], [4.7180, 2.7021, 3.1966], [-3.7068, -3.8786, 3.6966], [3.3484, -2.7148, -0.0484], [-5.8936, -3.6715, 4.6869], [2.7427, 4.0869, 3.3450], [-0.0388, 4.8394, -4.3190], [0.0446, 4.8349, -2.9413], [5.0577, 5.1455, 3.5973], [0.5186, 0.3208, -3.3994], [2.5412, 6.5292, -3.1347], [-1.9774, 6.2201, -4.2484], [-0.2615, -0.3912, -3.1048], [3.7551, -3.5769, -0.6459], [-7.4396, -4.3416, -3.1977], [0.8482, 3.1766, 3.3051], [-1.3788, -0.0134, 3.3636], [6.2067, 5.2354, -2.9569], [-5.4580, -5.7503, -2.5784], [-6.1926, -5.0578, 6.3974], [-1.4960, -5.6712, 4.9737], [3.4148, 8.3542, -3.8738], [-2.7127, -2.8493, 2.0727], [-5.1748, -4.0370, -3.0109], [5.5399, 4.7516, 4.5307], [5.7557, 7.5942, -3.5733], [-3.6459, -5.5351, 6.6364], [3.1292, 3.1216, -4.3060], [-5.2648, -2.6422, 2.8564], [0.6967, 2.0478, -0.5979], [0.7213, -3.1764, -2.5216], [2.4192, 1.4049, -6.0249], [-5.9636, -4.2818, -0.3562], [-0.9768, 5.6847, -6.0523], [4.2565, 3.7458, -2.2356], [-2.7328, 6.9497, -4.6288], [-0.8166, 5.4599, -1.0869], [5.8419, 5.3881, 2.8809], [4.5300, 6.0524, 3.8773], [1.0701, -0.4785, -5.3437], [3.2395, -5.0888, 1.1247], [0.7149, 4.3385, -4.9613], [-0.7140, 1.2661, -1.1526], [-0.1243, -6.5293, 3.3540], [-0.8959, -4.7623, -3.9841], [3.8175, -2.7417, 0.9694], [5.7759, 2.4572, 3.2784], [2.3372, 5.1317, 3.4409], [-1.6226, 1.7434, 2.5697], [3.6107, -1.7815, -0.5581], [-6.9035, -3.2723, 4.6734], [-2.9395, -5.2375, -2.8580], [-2.8202, 6.5653, -2.2217], [1.5108, 6.7763, -3.2250], [4.2360, 0.7200, 2.3689], [-2.3050, -2.0349, -0.0911]]}